Record 1
2 unconnected molecules or ions with the total composition C3H9NO2. Source: the OMol25 dataset; level of theory: ωB97M-V/def2-TZVPD.

Summary:
ΔE to the lowest compared entry with this formula, charge and spin	200.8	kJ/mol
structure (SMILES)	CC=O.NCO
LUMO level	0.838	eV
total charge	0
energy	-324.896127	a.u.
frontier orbital gap	10.71	eV

Last column: Mulliken charge in e.
Positions of all 15 atoms, in Å:
C  2.9385  -0.8571  -1.8414  -0.965
C  1.6221  -0.5007  -1.2197  0.308
O  1.4462  0.5606  -0.6903  -0.451
H  3.3228  -1.8767  -1.7946  0.315
H  3.6964  -0.3082  -1.2678  0.274
H  3.1030  -0.4657  -2.8440  0.268
H  0.8561  -1.2408  -1.1233  0.250
N  -2.2468  1.3452  1.7586  -0.688
C  -2.0049  -0.0694  1.5965  -0.211
O  -1.4567  -0.2940  0.2900  -0.518
H  -1.3885  1.7878  1.5818  0.270
H  -2.7387  1.6200  0.9058  0.256
H  -1.2825  -0.4357  2.3244  0.311
H  -2.9817  -0.5507  1.6846  0.309
H  -1.4562  -1.2389  0.1233  0.272



Record 2
A gas-phase ion, C4H5N2O (charge +1). Source: the OMol25 dataset; level of theory: ωB97M-V/def2-TZVPD.

Summary:
ΔE to the lowest compared entry with this formula, charge and spin	524.8	kJ/mol
structure (SMILES)	C=C/C=C\N=[N+]=O
LUMO level	-7.015	eV
total charge	+1
energy	-339.667011	a.u.
frontier orbital gap	7.92	eV

Last column: Mulliken charge in e.
Positions of all 12 atoms, in Å:
C  0.0919  1.2993  0.1679  -0.833
C  -0.9572  0.6085  -0.3739  0.058
C  -1.1648  -0.6755  0.0676  -0.207
C  -0.1253  -1.5063  0.0667  -0.140
N  1.1477  -1.0840  -0.1808  -0.228
N  1.6330  -0.0005  -0.0512  0.789
O  2.5834  0.6517  -0.0043  -0.348
H  0.2859  2.3879  -0.0659  0.335
H  0.5641  1.0937  1.0613  0.487
H  -1.7409  1.0435  -1.1142  0.342
H  -2.1671  -1.1257  0.2051  0.378
H  -0.1507  -2.6926  0.2216  0.366



Record 3
2 unconnected molecules or ions with the total composition C3H9O2. Source: the OMol25 dataset; level of theory: ωB97M-V/def2-TZVPD.

Summary:
ΔE to the lowest compared entry with this formula, charge and spin	76.7	kJ/mol
LUMO level	4.456	eV
total charge	-1
energy	-270.156533	a.u.
frontier orbital gap	7.71	eV

Last column: Mulliken charge in e.
Positions of all 14 atoms, in Å:
C  0.9498  -1.7854  1.2354  -0.594
O  1.4978  -1.1775  0.1232  -0.624
H  0.8398  -1.0461  2.0424  0.206
H  1.5529  -2.6480  1.5334  0.238
H  -0.0796  -2.1611  1.1015  0.219
C  -0.9757  0.6797  -1.1987  -0.227
O  -0.5100  -0.6048  -1.1837  -0.800
C  -0.4332  1.6550  -0.1133  -1.232
H  -2.0792  0.6664  -1.1022  0.277
H  -0.6252  1.2142  -2.1246  0.182
H  0.7046  -0.7071  -0.4568  0.346
H  0.6450  1.7140  -0.2773  0.315
H  -0.7420  1.5602  0.9262  0.288
H  -0.7449  2.6404  -0.5056  0.406



Record 4
8 unconnected molecules or ions with the total composition C50H46BFNO30. Source: the OMol25 dataset; level of theory: ωB97M-V/def2-TZVPD.

Summary:
ΔE to the lowest compared entry with this formula, charge and spin	0.0	kJ/mol
LUMO level	-3.504	eV
total charge	+1
energy	-4369.308544	a.u.
frontier orbital gap	7.09	eV

Last column: Mulliken charge in e.
Positions of all 129 atoms, in Å:
C  -2.3676  3.7152  8.1427  -0.854
C  -3.4216  3.6948  7.3758  -0.175
N  -3.9040  2.4459  6.7513  0.951
F  -4.8905  2.8457  5.8573  -0.231
C  -2.8507  1.7652  5.9486  -1.253
C  -2.0767  2.7007  5.0073  -1.261
C  -1.5761  1.8985  3.7994  1.116
C  -0.3675  1.0651  4.2155  -1.376
C  -1.1965  2.8326  2.6463  -1.516
C  -4.5899  1.5545  7.7644  -0.453
B  -4.4042  -0.0372  7.5196  0.440
O  -5.3797  -0.7393  6.8992  -0.477
O  -3.2574  -0.6436  7.9798  -0.396
H  -1.8859  2.8328  8.5342  0.247
H  -1.9321  4.6660  8.3972  0.362
H  -4.0528  4.5459  7.1950  0.441
H  -2.1585  1.3060  6.6449  0.648
H  -3.3509  1.0357  5.3188  0.710
H  -2.7163  3.5036  4.6473  0.529
H  -1.2174  3.1104  5.5275  0.349
H  -2.3577  1.2188  3.4584  0.242
H  0.5257  1.6802  4.2940  0.368
H  -0.1633  0.3148  3.4548  0.469
H  -0.5420  0.5272  5.1398  0.146
H  -2.0135  2.9700  1.9458  0.316
H  -0.9211  3.8106  3.0328  0.407
H  -0.3664  2.4156  2.0900  0.143
H  -4.2827  1.8476  8.7604  0.288
H  -5.6451  1.7992  7.6888  0.271
H  -5.0917  -1.2442  6.1313  0.326
H  -3.2211  -0.7532  8.9359  0.261
C  -0.6392  -0.3210  -2.6025  -0.984
C  -0.1874  0.6861  -1.8424  0.125
C  -1.1170  1.6138  -1.0967  1.147
O  -0.5909  2.4889  -0.4244  -0.514
C  -2.5374  1.4172  -1.2219  -1.282
C  -2.9950  0.4152  -1.9843  0.239
C  -2.0688  -0.5262  -2.7146  1.318
O  -2.5896  -1.4113  -3.3676  -0.707
O  -4.2805  0.1721  -2.1667  -0.622
O  1.0893  0.9768  -1.6545  -0.637
H  0.0188  -0.9897  -3.1375  0.665
H  -3.1976  2.1005  -0.7070  0.543
H  -4.3301  -0.6090  -2.7521  0.357
H  1.1010  1.7487  -1.0521  0.453
C  3.5052  -2.8413  1.2895  -1.325
C  3.3779  -4.1532  1.0385  0.334
C  2.8420  -4.6754  -0.2761  1.153
O  2.7809  -5.8828  -0.3992  -0.649
C  2.4431  -3.7209  -1.2859  -0.693
C  2.5839  -2.4117  -1.0439  0.211
C  3.1227  -1.8907  0.2695  0.926
O  3.1630  -0.6797  0.4054  -0.423
O  2.2823  -1.4698  -1.9211  -0.402
O  3.6942  -5.1005  1.9007  -0.597
H  3.8756  -2.4606  2.2308  0.499
H  2.0602  -4.1066  -2.2201  0.520
H  2.5093  -0.6015  -1.5278  0.097
H  3.5063  -5.9495  1.4524  0.373
C  -3.3865  2.1467  -5.8817  -1.044
C  -3.3609  2.3451  -7.2078  0.230
C  -2.4304  3.3459  -7.8543  1.119
O  -2.4757  3.4315  -9.0650  -0.615
C  -1.5580  4.1303  -7.0026  -1.006
C  -1.5855  3.9290  -5.6780  0.256
C  -2.4973  2.9086  -5.0410  1.138
O  -2.4265  2.7760  -3.8291  -0.521
O  -0.8271  4.5886  -4.8171  -0.598
O  -4.1262  1.6865  -8.0553  -0.571
H  -4.0432  1.4269  -5.4139  0.493
H  -0.9063  4.8547  -7.4697  0.446
H  -1.0508  4.2410  -3.9331  0.328
H  -3.8902  2.0158  -8.9466  0.376
C  7.0930  -2.9780  -3.7035  -1.137
C  7.7262  -2.2147  -4.6074  0.349
C  6.9811  -1.4509  -5.6788  1.063
O  7.6503  -0.7749  -6.4357  -0.617
C  5.5395  -1.5699  -5.7390  -0.907
C  4.9084  -2.3347  -4.8371  0.340
C  5.6525  -3.0803  -3.7524  1.106
O  4.9830  -3.7357  -2.9721  -0.558
O  3.5980  -2.5046  -4.8093  -0.619
O  9.0352  -2.0580  -4.6474  -0.576
H  7.6177  -3.5264  -2.9342  0.448
H  5.0158  -1.0321  -6.5163  0.447
H  3.4179  -3.0922  -4.0510  0.265
H  9.2172  -1.4561  -5.3960  0.371
C  3.2893  4.6683  2.3471  -0.829
C  2.5945  4.1307  1.3356  0.224
C  3.1291  2.9785  0.5135  0.949
O  2.4004  2.5546  -0.3680  -0.518
C  4.4422  2.4582  0.8204  -1.163
C  5.1371  2.9946  1.8348  0.372
C  4.5961  4.1325  2.6692  1.066
O  5.2982  4.5337  3.5768  -0.625
O  6.3370  2.5835  2.1979  -0.583
O  1.3928  4.5476  0.9697  -0.604
H  2.9155  5.4908  2.9400  0.474
H  4.8199  1.6379  0.2274  0.479
H  6.6030  3.1418  2.9545  0.372
H  1.1237  3.9858  0.2173  0.229
C  -4.1960  -4.4256  -9.3796  -1.076
C  -4.9278  -3.7669  -10.2908  0.299
C  -5.0598  -2.2610  -10.2805  1.150
O  -5.7336  -1.7602  -11.1604  -0.624
C  -4.3888  -1.5152  -9.2372  -0.917
C  -3.6610  -2.1733  -8.3244  0.156
C  -3.5109  -3.6768  -8.3481  0.968
O  -2.8141  -4.1709  -7.4812  -0.635
O  -3.0161  -1.5832  -7.3306  -0.490
O  -5.5901  -4.3587  -11.2679  -0.563
H  -4.0947  -5.5014  -9.3808  0.428
H  -4.5001  -0.4425  -9.2230  0.589
H  -2.5775  -2.2988  -6.8287  0.352
H  -6.0248  -3.6463  -11.7760  0.379
C  0.3915  -4.0281  8.5646  -0.876
C  -0.3656  -3.0655  8.0238  0.207
C  0.2305  -1.9001  7.2746  1.026
O  -0.5642  -1.0976  6.8054  -0.488
C  1.6615  -1.7989  7.1596  -1.124
C  2.4291  -2.7604  7.7025  0.327
C  1.8340  -3.9477  8.4318  1.057
O  2.6142  -4.7660  8.8703  -0.595
O  3.7419  -2.7621  7.6501  -0.571
O  -1.6901  -3.0370  8.0962  -0.608
H  -0.0255  -4.8681  9.1016  0.462
H  2.0767  -0.9512  6.6330  0.521
H  4.0408  -3.5702  8.1138  0.373
H  -1.9768  -2.2262  7.6286  0.264



Record 5
A single C8H11BrClN3 molecule. Source: the OMol25 dataset; level of theory: ωB97M-V/def2-TZVPD.

Summary:
structure (SMILES)	[H]/N=C(/C)[C@@H](Br)n1cncc1[C@H](C)Cl
LUMO level	0.351	eV
total charge	0
energy	-3509.834044	a.u.
frontier orbital gap	9.34	eV

Last column: Mulliken charge in e.
Positions of all 24 atoms, in Å:
H  -3.6577  1.5711  -0.3841  0.250
N  -3.0996  2.0628  0.2964  -0.707
C  -2.1882  1.3351  0.7532  0.846
C  -1.0291  1.8897  1.5652  -1.322
C  -1.9423  -0.1704  0.5237  -0.703
Br  -3.5848  -1.0951  -0.1619  -0.066
N  -0.8632  -0.1405  -0.8366  0.089
C  -1.1988  0.1218  -2.1356  -0.131
N  -0.2728  -0.1241  -2.9694  -0.617
C  0.7267  -0.7216  -2.1871  -0.397
C  0.3146  -0.8121  -0.8658  0.091
C  0.9682  -1.4715  0.3111  0.660
C  2.3732  -1.8622  -0.0735  -1.212
Cl  -0.0278  -2.9362  0.8385  -0.217
H  -1.4543  2.0962  2.4880  0.433
H  -0.1464  1.3830  1.6468  0.353
H  -0.8698  2.8586  1.0876  0.348
H  -1.7310  -0.6670  1.3772  0.620
H  -2.2152  0.4550  -2.4442  0.315
H  1.7246  -1.0319  -2.6263  0.273
H  0.8869  -0.8402  1.1786  0.195
H  3.0739  -1.0808  0.2414  0.291
H  2.5226  -2.0479  -1.1313  0.292
H  2.6824  -2.8780  0.4816  0.316



Record 6
A single C5H8O molecule. Source: the OMol25 dataset; level of theory: ωB97M-V/def2-TZVPD.

Summary:
ΔE to the lowest compared entry with this formula, charge and spin	450.4	kJ/mol
LUMO level	-0.473	eV
total charge	0
energy	-270.386337	a.u.
frontier orbital gap	7.67	eV

Last column: Mulliken charge in e.
Positions of all 14 atoms, in Å:
C  -1.4370  0.3675  -2.1760  -0.756
C  -1.1617  -0.1259  -0.9549  -0.076
C  -0.2934  -0.9007  -0.1721  -0.403
C  0.8939  -0.4703  0.5836  0.765
C  0.8855  0.8555  1.3497  -1.179
O  1.3426  -1.4630  1.4892  -0.487
H  -2.3900  0.8770  -2.2933  0.228
H  -2.1228  -0.1961  -0.4209  0.207
H  -0.8636  0.1812  -3.0744  0.243
H  1.6316  -0.3753  -0.2539  0.101
H  0.1020  0.8348  2.1120  0.307
H  1.8431  0.9765  1.8661  0.323
H  0.7260  1.7013  0.6773  0.360
H  0.8438  -2.2624  1.2678  0.366



Record 7
A molecular structure, C2H5N4. Source: the OMol25 dataset; level of theory: ωB97M-V/def2-TZVPD.

Summary:
ΔE to the lowest compared entry with this formula, charge and spin	451.7	kJ/mol
LUMO level (alpha / beta)	-6.535 / -6.712	eV
total charge	+1
energy	-297.781421	a.u.
frontier orbital gap (alpha / beta)	8.75 / 7.73	eV

Last column: Mulliken charge in e.
Positions of all 11 atoms, in Å:
C  -1.0823  1.0159  -0.0464  0.173
C  0.5728  -0.9202  -0.0227  -0.287
N  -2.1326  -0.0857  -0.0644  -0.455
N  1.3947  0.8784  -0.0153  -0.622
N  0.1038  0.4526  -0.0184  0.511
N  1.9035  -0.3493  -0.0662  0.166
H  -1.1298  2.1365  0.0391  0.357
H  0.2689  -1.4752  0.7975  0.316
H  0.2504  -1.4078  -0.8880  0.309
H  -2.9467  0.3961  0.0894  0.255
H  2.7973  -0.6413  0.1954  0.277



Number 1: strongest force on any atom 1.9 eV/Å. Number 2: strongest force on any atom 4.3 eV/Å. Number 3: strongest force on any atom 1.7 eV/Å. Number 4: strongest force on any atom 1.3 eV/Å. Number 5: strongest force on any atom 7.7 eV/Å. Number 6: strongest force on any atom 0.8 eV/Å. Number 7: strongest force on any atom 9.2 eV/Å.